Molecular formula: C40H35AsCl2N2O2V
Method: DFT, ωB97M-V with the def2-TZVPD basis set

Structure (XYZ):
```
83
Properties=species:S:1:pos:R:3:forces:R:3:mulliken_charge:R:1
V 1.014 -0.095 -0.377 0.0 -0.5 0.3 -0.29
C 2.827 0.025 -3.864 0.0 0.0 0.0 -1.36
C 3.176 0.054 -2.378 -0.2 -0.2 0.0 2.85
C 3.856 -1.199 -1.887 0.1 0.0 -0.1 0.47
C 5.159 -1.360 -2.341 0.0 0.1 -0.1 -0.66
C 5.908 -2.458 -1.978 0.1 0.0 0.0 -1.34
C 5.343 -3.395 -1.136 0.0 -0.1 0.0 -0.73
C 4.044 -3.284 -0.642 0.0 -0.1 0.0 1.69
C 3.622 -4.409 0.284 0.0 0.1 0.0 -1.47
C 2.940 -5.570 -0.452 0.0 0.0 0.0 -1.12
C 3.277 -2.167 -1.050 0.1 0.0 0.0 0.19
N 1.950 -1.892 -0.558 -0.1 0.3 0.2 -0.22
C 1.177 -2.769 0.046 0.0 0.1 -0.1 0.80
C 0.002 -2.337 0.696 0.0 -0.1 -0.1 -1.26
C -0.992 -3.004 1.384 0.0 0.0 0.0 -0.74
C -1.920 -2.024 1.798 -0.1 0.0 0.1 -0.96
C -1.463 -0.803 1.346 0.0 -0.1 0.0 -0.21
N -0.292 -0.968 0.672 0.1 0.1 0.1 0.57
H 2.353 0.960 -4.175 0.0 -0.1 0.0 0.38
H 2.157 -0.806 -4.087 0.0 0.0 0.0 0.38
H 3.727 -0.107 -4.462 0.0 0.0 0.0 0.44
H 2.226 0.245 -1.866 0.1 0.1 -0.1 -2.36
H 3.786 0.922 -2.134 0.1 0.1 0.0 0.68
H 5.590 -0.595 -2.981 0.0 -0.1 0.1 0.49
H 6.927 -2.576 -2.326 -0.1 0.0 0.0 0.40
H 5.932 -4.250 -0.824 0.0 0.0 0.0 0.42
H 3.034 -4.044 1.130 -0.1 0.0 0.0 0.69
H 4.526 -4.800 0.743 0.1 0.0 0.0 0.47
H 2.102 -5.256 -1.081 0.0 0.0 0.0 0.38
H 2.580 -6.324 0.251 0.0 0.1 0.0 0.35
H 3.655 -6.050 -1.121 0.0 0.0 0.0 0.40
H 1.410 -3.817 0.062 0.0 -0.2 -0.1 0.44
H -1.039 -4.068 1.570 0.0 0.1 0.0 0.55
H -2.826 -2.194 2.365 0.2 0.0 -0.1 0.48
H -1.904 0.174 1.465 0.0 0.0 0.0 0.50
Cl 3.446 6.252 -1.641 0.0 0.0 0.0 -0.16
C 2.981 4.728 -0.993 0.0 0.0 0.0 -0.12
C 3.656 4.207 0.098 0.1 0.1 0.1 -0.49
C 3.275 2.979 0.603 0.0 0.1 -0.1 0.16
Cl 4.116 2.296 1.927 0.1 -0.1 0.1 -0.17
C 2.206 2.285 0.039 0.0 0.0 -0.2 0.84
O 1.908 1.057 0.575 -0.3 0.0 0.0 -0.66
C 1.502 2.822 -1.053 0.1 0.2 0.1 0.56
C 0.265 2.215 -1.683 0.0 -0.1 0.0 -0.13
O 0.007 0.843 -1.487 0.1 -0.1 0.2 -0.47
C 1.930 4.043 -1.575 -0.1 -0.2 0.0 -1.87
H 4.479 4.745 0.550 0.0 0.0 0.0 0.53
H 0.318 2.380 -2.757 0.0 0.1 -0.2 1.19
H 1.436 4.474 -2.438 0.0 -0.1 0.1 0.74
C -0.966 7.350 -3.292 0.0 0.0 0.0 -0.55
C -1.632 6.319 -3.943 0.0 0.1 -0.1 -0.72
C -1.796 5.093 -3.317 -0.1 -0.1 -0.1 -0.53
C -1.289 4.911 -2.034 0.0 -0.1 0.0 0.28
C -0.625 5.943 -1.373 0.0 0.0 0.0 -0.28
C -0.463 7.164 -2.009 0.0 0.0 0.0 -0.77
As -1.402 3.203 -1.192 0.0 0.1 0.0 2.04
C -1.591 3.476 0.685 0.0 0.0 0.0 0.56
C -2.579 4.373 1.090 0.1 0.0 0.1 -0.80
C -2.777 4.605 2.441 0.0 0.0 0.1 -0.72
C -1.987 3.954 3.382 0.0 0.0 0.0 -0.63
C -1.000 3.067 2.975 0.0 0.0 0.1 -1.20
C -0.801 2.822 1.624 0.0 0.0 0.0 -1.18
C -2.827 2.141 -1.880 0.0 0.1 0.0 0.47
C -3.948 1.908 -1.092 0.0 0.0 0.1 -0.40
C -4.993 1.153 -1.603 -0.1 -0.1 0.0 -0.83
C -4.915 0.639 -2.890 0.0 0.0 0.0 -0.54
C -3.789 0.871 -3.673 -0.1 0.0 0.0 -0.95
C -2.741 1.622 -3.170 0.1 0.0 -0.1 -0.13
H -0.839 8.306 -3.786 0.0 -0.1 0.0 0.44
H -2.027 6.470 -4.940 0.0 0.0 0.1 0.44
H -2.329 4.299 -3.826 0.0 0.0 0.0 0.37
H -0.230 5.799 -0.378 0.0 0.0 0.1 0.56
H 0.053 7.969 -1.503 0.0 0.0 0.0 0.47
H -3.188 4.893 0.364 -0.1 0.1 -0.1 0.56
H -3.545 5.299 2.760 0.1 0.0 0.0 0.46
H -2.140 4.143 4.438 0.0 0.0 -0.1 0.44
H -0.380 2.565 3.708 0.0 0.0 0.0 0.50
H -0.027 2.133 1.327 0.0 -0.1 0.0 1.22
H -4.016 2.311 -0.090 0.0 0.0 0.0 0.41
H -5.872 0.971 -0.996 0.1 0.0 -0.1 0.44
H -5.738 0.055 -3.289 0.1 0.0 0.0 0.44
H -3.731 0.469 -4.678 0.0 0.0 0.1 0.44
H -1.868 1.794 -3.790 0.0 0.0 0.0 0.45
```
Positions in Å, forces in eV/Å.

## Properties
Molar mass, g mol⁻¹: 772.5
Kohn-Sham gap (spin up / spin down), hartree: 0.2187 / 0.2490
Calculated total energy, Ha: -5904.91624
Highest occupied orbital energy (spin up / spin down), eV: -13.3 / -13.4
Multiplicity: 2
F_max, eV/Å: 0.597
Charge: +2
Relative energy (zero: lowest compared OMol25 entry of this formula, charge and spin), eV: 0.0000

=====

Molecular formula: C31H30F6N6O8S2Ti
Method: DFT, ωB97M-V with the def2-TZVPD basis set

Structure (XYZ):
```
84
Properties=species:S:1:pos:R:3:forces:R:3:mulliken_charge:R:1
Ti -0.124 -0.254 -0.677 0.1 0.6 -0.8 -1.60
C 1.796 2.694 -1.977 -0.1 -0.1 0.0 -0.40
C 0.898 3.451 -0.971 0.1 0.1 0.0 -1.05
C -0.536 2.923 -0.870 0.1 -0.1 -0.2 -1.03
N -0.725 1.651 -0.194 -0.3 0.1 0.4 0.65
C -1.388 1.609 0.960 -0.4 0.1 0.1 0.47
C -1.411 2.709 1.846 0.0 -0.4 -0.1 -0.46
C -2.127 2.942 3.012 0.1 0.2 0.1 -0.78
C -3.155 2.235 3.596 0.0 -0.2 -0.2 -0.69
C -3.687 1.045 3.090 -0.2 0.1 0.2 -0.59
C -3.252 0.229 2.083 0.3 0.0 -0.4 -1.28
C -2.103 0.306 1.232 -0.4 0.3 0.3 1.43
N -1.716 -0.716 0.520 0.2 -0.3 0.0 2.19
C -2.278 -2.057 0.690 0.1 0.2 -0.2 -1.11
C -1.365 -3.196 0.182 -0.1 0.0 0.0 -1.35
C -0.762 -3.086 -1.234 0.2 0.1 0.2 -0.83
N 0.374 -2.174 -1.178 -0.2 -0.3 0.2 0.57
C 1.559 -2.353 -1.683 0.4 -0.3 -0.2 1.09
C 1.887 -3.426 -2.564 -0.1 0.3 0.2 -1.23
C 3.103 -3.916 -2.981 0.0 -0.2 -0.2 -0.48
C 4.398 -3.551 -2.639 -0.1 0.2 0.2 -0.62
C 4.719 -2.474 -1.818 0.3 -0.3 -0.1 -0.65
C 3.941 -1.486 -1.259 -0.5 0.2 0.0 -0.87
C 2.532 -1.257 -1.302 0.2 -0.4 -0.3 1.14
N 1.949 -0.149 -0.914 0.3 -0.3 0.3 1.24
C 2.706 0.958 -0.337 -0.3 0.0 0.0 -0.56
C 3.030 2.023 -1.371 0.1 0.2 0.0 -1.36
H 2.142 3.395 -2.741 0.0 0.0 0.0 0.49
H 1.193 1.950 -2.508 0.1 0.0 0.0 0.13
H 0.805 4.491 -1.302 0.1 0.0 0.0 0.47
H 1.369 3.488 0.016 0.0 0.0 0.0 0.46
H -0.898 2.783 -1.900 0.0 0.1 0.2 -0.24
H -1.190 3.676 -0.420 0.1 0.0 0.0 0.62
H -0.695 3.479 1.585 0.0 0.0 0.0 0.31
H -1.851 3.861 3.525 0.0 0.0 0.0 0.31
H -3.620 2.653 4.480 0.0 0.0 0.0 0.34
H -4.594 0.696 3.577 0.0 0.0 0.0 0.37
H -3.884 -0.621 1.857 -0.1 0.0 0.0 0.36
H -3.251 -2.100 0.186 0.0 0.0 0.0 0.30
H -2.459 -2.240 1.753 0.0 0.0 0.0 0.55
H -1.984 -4.097 0.218 0.0 0.0 0.0 0.52
H -0.535 -3.346 0.879 0.0 0.0 0.0 0.20
H -1.515 -2.691 -1.925 0.1 0.0 -0.1 0.10
H -0.473 -4.076 -1.598 0.0 0.0 0.1 0.67
H 1.019 -3.941 -2.957 0.0 0.0 0.0 0.31
H 3.030 -4.757 -3.667 0.0 0.0 0.0 0.30
H 5.210 -4.147 -3.033 0.0 0.0 0.0 0.31
H 5.781 -2.366 -1.606 0.0 0.0 0.0 0.33
H 4.495 -0.734 -0.718 0.0 0.0 0.0 0.29
H 3.599 0.621 0.189 0.0 0.0 0.0 0.18
H 2.072 1.398 0.439 0.0 -0.1 0.0 0.17
H 3.635 1.585 -2.171 0.0 0.0 0.0 0.38
H 3.649 2.785 -0.883 0.0 0.0 0.0 0.47
O -1.153 0.916 -4.445 0.0 -0.1 0.0 -0.75
C -1.524 0.605 -3.328 0.2 0.3 0.4 -0.04
O -0.761 -0.043 -2.481 0.0 -0.3 0.0 -0.23
C -2.860 1.041 -2.792 -0.1 -0.1 -0.2 0.93
C -3.286 2.327 -3.123 -0.2 0.0 0.1 -0.90
C -4.505 2.778 -2.628 -0.1 0.0 0.1 -0.52
C -5.319 1.962 -1.860 0.1 0.2 -0.1 -0.80
C -4.909 0.651 -1.572 -0.1 -0.1 0.1 -0.59
C -3.655 0.207 -2.023 0.2 0.0 -0.1 0.36
N -5.746 -0.194 -0.856 0.1 0.0 -0.2 0.96
O -6.874 0.247 -0.459 -0.1 0.0 0.1 -0.85
O -5.388 -1.409 -0.663 0.2 -0.1 0.1 -0.80
H -2.661 2.949 -3.749 0.0 0.0 0.0 0.44
H -4.835 3.787 -2.854 0.0 0.0 0.0 0.34
H -6.275 2.289 -1.479 0.0 0.0 0.0 0.48
H -3.352 -0.799 -1.777 0.0 0.0 0.0 0.55
F -0.582 -1.557 3.817 -0.2 -0.1 -0.2 -0.13
C 0.684 -1.288 4.109 0.3 -0.1 0.3 0.46
F 0.715 -0.167 4.824 0.0 0.2 0.0 -0.26
F 1.169 -2.278 4.860 -0.3 -0.1 0.0 -0.22
S 1.700 -1.144 2.564 0.0 0.0 -0.3 1.43
O 0.774 -0.565 1.613 0.2 -0.1 0.1 -0.79
O 2.188 -2.472 2.329 -0.1 0.2 -0.1 -0.84
N 2.776 -0.048 2.885 0.1 0.0 -0.1 -0.38
S 3.921 -0.184 3.963 -0.6 0.1 0.3 1.02
O 3.662 -1.162 4.987 0.3 0.2 -0.2 -0.65
O 4.351 1.132 4.329 0.2 -0.1 0.0 -0.71
C 5.324 -0.870 3.006 0.3 -0.2 -0.2 0.68
F 5.099 -2.130 2.655 0.0 -0.1 0.0 -0.22
F 5.564 -0.165 1.898 -0.1 0.2 -0.2 -0.25
F 6.447 -0.837 3.738 0.0 0.0 0.2 -0.25
```
Positions in Å, forces in eV/Å.

## Properties
Molar mass, g mol⁻¹: 840.6
Kohn-Sham gap (spin up / spin down), hartree: 0.1690 / 0.2581
Calculated total energy, Ha: -4374.88313
Highest occupied orbital energy (spin up / spin down), eV: -0.4 / -2.8
Multiplicity: 3
F_max, eV/Å: 1.052
Charge: -2

=====

Molecular formula: C5H7N
Method: DFT, ωB97M-V with the def2-TZVPD basis set

Structure (XYZ):
```
13
Properties=species:S:1:pos:R:3:forces:R:3:mulliken_charge:R:1
C 1.754 0.320 -0.503 1.4 -0.2 -0.1 -0.70
C 1.720 -0.309 0.660 -0.7 0.0 -0.1 0.52
N 1.073 -0.846 1.559 -0.3 0.5 -0.8 -0.62
C -0.384 -0.625 1.073 0.4 -0.3 0.4 -0.34
C -0.565 0.484 0.083 -1.4 -0.1 0.5 -0.24
C -1.385 0.250 -0.938 -0.1 0.1 -0.1 -0.69
H 1.664 -0.272 -1.403 0.3 0.0 0.0 0.29
H 1.978 1.371 -0.594 0.1 0.0 0.1 0.31
H -1.064 -0.396 1.903 0.4 -0.3 0.1 0.29
H -0.688 -1.577 0.622 0.0 0.1 0.2 0.30
H -0.372 1.500 0.428 -0.1 -0.2 0.0 0.38
H -1.515 -0.764 -1.311 -0.3 0.1 0.2 0.24
H -1.978 1.033 -1.389 0.4 0.1 -0.4 0.26
```
Positions in Å, forces in eV/Å.

## Properties
Molar mass, g mol⁻¹: 81.1
Kohn-Sham gap, hartree: 0.3618
SMILES: C=C=NCC=C
Calculated total energy, Ha: -249.34249
Highest occupied orbital energy, eV: -8.8
F_max, eV/Å: 1.512
Charge: 0
Relative energy (zero: lowest compared OMol25 entry of this formula, charge and spin), eV: 3.5578